Entry 1:
Computed, not measured: 10 unconnected molecules or ions with the total composition C56H48N10O18 at a distorted geometry, with the ωB97M-V functional and the def2-TZVPD basis.

Properties
HOMO energy: -0.3560 hartree
Kohn-Sham gap: 8.405 eV
SMILES: O=[N+]([O-])c1ccccc1.O=[N+]([O-])c1ccccc1.O=[N+]([O-])c1ccccc1.O=[N+]([O-])c1ccccc1.O=[N+]([O-])c1ccccc1.O=[N+]([O-])c1ccccc1.O=[N+]([O-])c1ccccc1.O=[N+]([O-])c1ccccc1.O=[N+]([O-])c1ccccc1.CC#N

Structure (XYZ):
```
132
Properties=species:S:1:pos:R:3:lowdin_charge:R:1
O 0.44532 2.71248 3.22670 0.068
N 0.23881 2.70556 2.02331 -0.328
O 0.35840 3.66804 1.28531 0.081
C -0.18688 1.44028 1.41509 -0.124
C -0.46029 0.31537 2.19793 0.019
C -0.86207 -0.85388 1.55168 -0.070
C -1.18225 -0.82519 0.20323 -0.076
C -0.86985 0.27830 -0.58659 -0.052
C -0.39951 1.40725 0.03704 -0.013
H -0.26927 0.39150 3.25955 0.119
H -1.12114 -1.72261 2.14423 0.086
H -1.59578 -1.71638 -0.25632 0.083
H -1.05892 0.24560 -1.64884 0.091
H -0.17909 2.31713 -0.50153 0.101
O 2.38885 -5.76176 -5.46914 0.083
N 2.56908 -4.94009 -4.59577 -0.351
O 3.64997 -4.67645 -4.09827 0.072
C 1.42465 -4.16578 -4.07548 -0.146
C 1.64479 -3.07867 -3.21990 -0.009
C 0.58343 -2.30463 -2.83339 -0.067
C -0.70355 -2.70756 -3.14886 -0.083
C -0.92487 -3.77149 -4.00130 -0.058
C 0.15230 -4.49958 -4.51521 0.007
H 2.65101 -2.79473 -2.94985 0.124
H 0.83778 -1.44712 -2.22129 0.106
H -1.57327 -2.28265 -2.65698 0.085
H -1.91461 -4.16611 -4.18595 0.099
H -0.04685 -5.34178 -5.16121 0.122
O 1.94448 1.78683 -1.49926 0.069
N 2.04406 2.27406 -2.59847 -0.339
O 1.69741 1.74079 -3.62407 0.080
C 2.64867 3.60544 -2.67315 -0.135
C 3.31065 4.12122 -1.55590 0.007
C 3.93191 5.35645 -1.63114 -0.054
C 3.78306 6.14279 -2.76104 -0.061
C 3.09931 5.66616 -3.86915 -0.053
C 2.54569 4.39351 -3.81271 -0.017
H 3.53422 3.51254 -0.69002 0.110
H 4.52059 5.65088 -0.77332 0.083
H 4.20308 7.14015 -2.80982 0.110
H 3.11432 6.30041 -4.74306 0.110
H 1.99131 4.04377 -4.67282 0.111
O 2.77136 9.39714 2.31369 0.085
N 2.33029 8.37426 1.84156 -0.360
O 1.21970 8.24627 1.37154 0.088
C 3.21441 7.20331 1.79009 -0.149
C 2.61656 5.96291 1.94004 -0.003
C 3.42880 4.83737 1.90664 -0.081
C 4.80727 4.99368 1.79603 -0.087
C 5.37677 6.24372 1.63115 -0.086
C 4.58492 7.38006 1.60229 -0.001
H 1.54389 5.91241 2.05398 0.114
H 2.95215 3.88487 2.09489 0.102
H 5.40676 4.09210 1.75577 0.114
H 6.45249 6.34336 1.70563 0.116
H 4.98783 8.37644 1.49716 0.124
O -1.67161 4.61118 -2.11453 0.110
N -1.30235 3.92622 -3.03016 -0.338
O -0.36913 4.17258 -3.77381 0.059
C -1.89381 2.59704 -3.25096 -0.149
C -1.31710 1.77295 -4.18955 -0.011
C -1.91906 0.55417 -4.48743 -0.058
C -3.00091 0.11793 -3.74627 -0.083
C -3.54542 0.93172 -2.75528 -0.071
C -3.00151 2.18488 -2.51160 -0.009
H -0.49677 2.07518 -4.82041 0.112
H -1.58248 -0.05944 -5.31169 0.115
H -3.36079 -0.88241 -3.95667 0.105
H -4.40508 0.62460 -2.17576 0.102
H -3.49064 2.83835 -1.80280 0.122
O 5.15720 8.29163 5.15220 0.087
N 5.05643 7.08905 5.18808 -0.359
O 5.99809 6.32739 5.16779 0.068
C 3.71816 6.50951 5.33283 -0.150
C 3.58375 5.12967 5.25668 -0.018
C 2.32635 4.57086 5.25498 -0.079
C 1.19807 5.37113 5.35734 -0.072
C 1.33740 6.73027 5.56238 -0.061
C 2.59645 7.32317 5.47153 0.002
H 4.47009 4.51173 5.22834 0.121
H 2.17015 3.49993 5.26436 0.106
H 0.19159 4.97389 5.33092 0.110
H 0.47996 7.36891 5.72432 0.110
H 2.67365 8.40030 5.41425 0.120
O 2.57477 -6.63251 -1.49065 0.072
N 1.48419 -6.90058 -1.97035 -0.350
O 1.31823 -7.67478 -2.87961 0.099
C 0.35288 -6.25886 -1.28594 -0.152
C 0.52978 -5.03164 -0.65611 -0.011
C -0.53703 -4.36300 -0.08135 -0.066
C -1.77205 -5.00593 -0.07062 -0.076
C -1.95801 -6.24227 -0.69521 -0.061
C -0.89238 -6.86695 -1.31157 -0.001
H 1.56626 -4.71717 -0.61382 0.125
H -0.37498 -3.44858 0.47188 0.090
H -2.53797 -4.61838 0.59206 0.109
H -2.95059 -6.66462 -0.62335 0.108
H -1.00073 -7.82945 -1.79645 0.122
O -1.37643 -4.46309 3.47780 0.066
N -0.23218 -4.05587 3.61467 -0.340
O 0.04950 -2.91841 3.94297 0.064
C 0.85659 -5.00543 3.35432 -0.154
C 0.58094 -6.18534 2.70373 -0.016
C 1.61850 -7.07903 2.49237 -0.062
C 2.93136 -6.73656 2.78210 -0.050
C 3.19891 -5.47728 3.33714 -0.056
C 2.15980 -4.61269 3.62220 -0.003
H -0.43139 -6.45904 2.44389 0.119
H 1.39955 -7.98939 1.94868 0.112
H 3.73281 -7.43129 2.57610 0.110
H 4.21930 -5.19777 3.55804 0.109
H 2.38218 -3.62864 4.00867 0.120
O -3.94454 -3.97065 -2.47566 0.073
N -4.62596 -3.42256 -1.64706 -0.341
O -4.30150 -2.41627 -1.05382 0.050
C -5.96140 -3.97906 -1.37442 -0.136
C -6.83752 -3.34119 -0.50528 0.008
C -8.07972 -3.91141 -0.27846 -0.056
C -8.46377 -5.07245 -0.92511 -0.062
C -7.60199 -5.67347 -1.83104 -0.061
C -6.36073 -5.10944 -2.08898 -0.002
H -6.44400 -2.51365 0.07031 0.102
H -8.68782 -3.46659 0.49828 0.115
H -9.46123 -5.47515 -0.81110 0.112
H -7.85058 -6.56947 -2.38263 0.110
H -5.63659 -5.55435 -2.75689 0.116
C -4.56165 -0.51558 1.45675 -0.072
C -5.81218 -0.62173 2.20690 -0.295
N -6.81013 -0.69848 2.76053 0.128
H -3.98002 0.06146 2.19149 0.086
H -4.71762 0.19926 0.65231 0.082
H -4.01168 -1.42505 1.25843 0.060
```

=====

Entry 2:
Computed, not measured: 8 unconnected molecules or ions with the total composition C56H48NO23S2 at a distorted geometry, with the ωB97M-V functional and the def2-TZVPD basis.

Properties
HOMO energy: -0.2366 hartree
Kohn-Sham gap: 5.860 eV
Net charge: -1

Structure (XYZ):
```
130
Properties=species:S:1:pos:R:3:lowdin_charge:R:1
C 4.85623 -2.57800 2.16020 -0.074
C 5.94795 -1.52718 1.57587 -0.245
O 5.34281 -0.41492 0.87271 -0.193
C 6.14984 0.02649 -0.23991 -0.182
C 5.85634 1.58808 -0.61167 -0.171
O 4.75941 2.15050 0.13628 -0.154
C 3.61310 2.43927 -0.69217 -0.171
C 2.27235 1.85373 -0.04713 -0.171
O 1.83911 2.52844 1.16561 -0.174
C 0.40425 2.49710 1.29944 -0.255
S -0.23023 0.84032 1.92507 0.649
O 0.38655 -0.33035 1.20287 -0.379
O 0.19078 0.79262 3.39095 -0.395
N -1.94398 0.90359 1.90559 -0.316
S -2.64384 -0.61954 1.60772 0.692
O -1.97492 -1.77889 2.28702 -0.319
O -4.07870 -0.55252 2.18726 -0.388
O -2.88544 -0.87756 -0.07872 -0.219
C -2.23205 -2.07458 -0.51228 -0.390
O -2.68364 -3.23709 -0.38916 0.083
C -0.82573 -1.87133 -1.27185 -0.067
C -0.58354 -0.44176 -1.88252 -0.019
C 0.74409 -0.10253 -2.59776 -0.086
C 1.83975 -1.19018 -2.70393 -0.068
C 1.58668 -2.63271 -2.13407 -0.050
C 0.23822 -2.98121 -1.40767 0.015
H 5.26282 -3.64387 1.98808 0.066
H 3.84684 -2.52551 1.61699 0.087
H 4.66633 -2.35379 3.26804 0.059
H 6.63424 -2.07744 0.83311 0.114
H 6.61107 -1.14453 2.44599 0.112
H 7.26549 -0.08804 0.05466 0.120
H 6.00002 -0.67398 -1.14508 0.124
H 5.80379 1.74086 -1.74155 0.117
H 6.80592 2.15332 -0.26142 0.125
H 3.49194 3.58509 -0.82882 0.135
H 3.67831 2.01492 -1.75945 0.122
H 1.37940 1.82666 -0.76207 0.102
H 2.50784 0.76062 0.25651 0.141
H 0.13488 3.27695 2.10858 0.132
H -0.14129 2.84797 0.34478 0.121
H -1.39399 0.37341 -1.80219 0.108
H 0.87414 0.95550 -3.02920 0.090
H 2.83933 -0.95845 -3.20121 0.077
H 2.38517 -3.44697 -2.22031 0.070
H 0.07109 -4.03612 -0.99810 0.105
C -4.71908 0.30967 -2.62919 0.045
C -5.70119 1.18049 -2.86788 0.030
C -6.01294 1.62680 -4.24158 -0.388
O -6.90903 2.42412 -4.46085 0.074
C -5.19612 1.07041 -5.34146 0.016
C -4.21430 0.20005 -5.10366 0.026
C -3.90222 -0.24676 -3.72909 -0.366
O -3.00833 -1.04192 -3.51134 0.115
H -4.47635 -0.02782 -1.62858 0.114
H -6.30921 1.59699 -2.07433 0.126
H -5.43899 1.40794 -6.34151 0.118
H -3.60624 -0.21638 -5.89737 0.122
C 5.33356 -7.00791 -3.06997 0.017
C 5.58797 -5.98125 -2.25771 0.021
C 4.69617 -5.66252 -1.12213 -0.387
O 4.92624 -4.72521 -0.38189 0.100
C 3.51340 -6.52603 -0.92136 0.030
C 3.25858 -7.55304 -1.73382 0.029
C 4.15029 -7.87186 -2.86899 -0.385
O 3.92045 -8.81017 -3.61017 0.097
H 5.97530 -7.25527 -3.90649 0.119
H 6.45019 -5.33933 -2.39031 0.121
H 2.87170 -6.27845 -0.08477 0.128
H 2.39605 -8.19460 -1.60088 0.092
C 0.27323 -10.74351 0.94167 0.027
C 0.38652 -11.83643 1.69752 0.022
C 1.13134 -13.02243 1.22398 -0.389
O 1.23361 -14.02089 1.91209 0.101
C 1.74675 -12.94944 -0.11844 0.020
C 1.63347 -11.85659 -0.87426 0.027
C 0.88866 -10.67091 -0.40049 -0.375
O 0.78674 -9.67273 -1.08906 0.093
H -0.26903 -9.86631 1.27213 0.126
H -0.05734 -11.90593 2.68287 0.123
H 2.28901 -13.82647 -0.44901 0.121
H 2.07737 -11.78675 -1.85985 0.125
C -6.82410 8.26588 -6.11193 0.028
C -6.22452 8.21761 -4.92200 0.023
C -5.90010 6.92651 -4.27860 -0.374
O -5.35403 6.88187 -3.19030 0.099
C -6.26430 5.69205 -5.00572 0.028
C -6.86391 5.74037 -6.19580 0.028
C -7.18842 7.03110 -6.83925 -0.388
O -7.73406 7.07624 -7.92668 0.097
H -7.06966 9.20233 -6.59709 0.124
H -5.95076 9.11214 -4.37682 0.094
H -6.01919 4.75555 -4.52087 0.103
H -7.13793 4.84558 -6.74092 0.122
C 9.14596 -2.28466 5.66738 0.020
C 9.40262 -1.57058 6.76387 0.016
C 8.34530 -0.77934 7.42876 -0.390
O 8.57990 -0.12591 8.42851 0.098
C 6.99307 -0.81170 6.83225 0.026
C 6.73618 -1.52596 5.73545 0.030
C 7.79339 -2.31711 5.07072 -0.382
O 7.55974 -2.97041 4.07146 0.100
H 9.90818 -2.86911 5.16725 0.120
H 10.38714 -1.53656 7.21393 0.119
H 6.23091 -0.22726 7.33223 0.125
H 5.75159 -1.55980 5.28543 0.117
C -5.86781 12.41917 -1.46115 0.018
C -5.26816 12.37125 -0.27119 0.020
C -4.94338 11.08021 0.37265 -0.386
O -4.39814 11.03645 1.45903 0.109
C -5.30763 9.84542 -0.35442 0.037
C -5.90750 9.89372 -1.54468 0.025
C -6.23194 11.18433 -2.18797 -0.381
O -6.77823 11.22956 -3.27657 0.089
H -6.11355 13.35540 -1.94677 0.120
H -4.99409 13.26593 0.27412 0.121
H -5.06198 8.90901 0.13081 0.130
H -6.18129 8.99917 -2.08985 0.096
C -4.39356 2.70800 6.88780 0.009
C -4.55722 3.49749 5.82665 0.010
C -4.47728 2.95960 4.45099 -0.379
O -4.62500 3.68289 3.48193 0.094
C -4.21090 1.51327 4.29795 0.021
C -4.04712 0.72428 5.36154 0.036
C -4.12681 1.26117 6.73536 -0.392
O -3.97966 0.54131 7.70791 0.083
H -4.44800 3.08469 7.90186 0.114
H -4.75378 4.55873 5.92072 0.114
H -4.15447 1.13074 3.28560 0.066
H -3.85046 -0.33659 5.26746 0.127
```